Entry from the OMol25 dataset: one molecule with the formula C5H8N2O in a non-equilibrium geometry (ωB97M-V with the def2-TZVPD basis set).

Values from the calculation:
total charge: 0

```
16
Properties=species:S:1:pos:R:3:forces:R:3
C -0.324 -1.074 1.500 -0.81 -2.90 -2.50
C -0.058 0.291 0.862 1.14 -0.66 -0.43
C 1.421 0.570 0.382 -3.58 2.19 -3.76
C -0.943 -0.476 -1.141 4.77 1.44 -1.73
C -0.900 0.757 -0.305 -0.16 -2.11 1.85
H 0.307 -2.002 1.301 -0.12 1.61 -0.43
H -1.375 -1.530 1.360 1.30 1.29 -0.45
H -0.311 -1.028 2.519 0.37 0.81 2.98
H 2.110 0.003 0.830 2.75 -1.51 2.46
H 1.710 1.633 0.074 -0.47 -1.36 1.40
H 2.227 -0.639 -1.304 1.27 -0.94 -0.15
H -1.762 -1.108 -1.350 -0.58 -0.44 -0.79
H -0.540 1.662 -0.697 0.42 0.77 -1.12
N 1.445 -0.108 -1.064 -3.89 1.41 0.12
N 0.318 -0.717 -1.680 -2.94 0.06 3.21
O -1.235 1.047 1.086 0.55 0.34 -0.67
```
Forces are in eV/Å.

natural (NBO) charges, unit e, in atom order: atom 1 (C): -0.658, atom 2 (C): 0.214, atom 3 (C): -0.237, atom 4 (C): -0.043, atom 5 (C): -0.033, atom 6 (H): 0.222, atom 7 (H): 0.229, atom 8 (H): 0.223, atom 9 (H): 0.198, atom 10 (H): 0.228, atom 11 (H): 0.373, atom 12 (H): 0.211, atom 13 (H): 0.198, atom 14 (N): -0.476, atom 15 (N): -0.213, atom 16 (O): -0.436


Entry from the OMol25 dataset: one molecule with the formula C5H8N2O in a non-equilibrium geometry (ωB97M-V with the def2-TZVPD basis set).

Values from the calculation:
total charge: 0

```
16
Properties=species:S:1:pos:R:3:forces:R:3
C 0.153 1.845 -1.719 -0.34 1.27 2.62
C 0.042 0.375 -1.098 1.43 2.35 -2.74
C -0.098 -0.729 0.910 1.31 -5.31 1.67
C 0.752 -1.907 0.882 -7.03 4.38 5.67
C -1.031 -0.702 2.123 0.30 1.40 2.65
H 0.946 1.942 -2.476 0.02 -0.21 0.62
H 0.364 2.540 -0.713 -0.22 -1.48 -2.98
H -0.746 2.339 -2.219 0.71 -1.27 0.89
H 0.905 -0.367 -2.634 -1.79 -0.89 1.63
H -0.297 1.104 1.161 -0.50 -0.47 -3.78
H 1.254 -2.347 0.125 1.86 -1.15 -1.98
H 0.364 -2.374 1.983 1.97 0.07 -3.52
H -1.472 -1.827 2.455 0.85 3.16 -0.46
N 0.372 -0.719 -1.752 0.88 2.76 0.14
N -0.309 0.430 0.230 0.49 -0.34 1.93
O -1.199 0.398 2.743 0.06 -4.29 -2.36
```
Forces are in eV/Å.

natural (NBO) charges, unit e, in atom order: atom 1 (C): -0.682, atom 2 (C): 0.464, atom 3 (C): 0.057, atom 4 (C): -0.376, atom 5 (C): 0.399, atom 6 (H): 0.224, atom 7 (H): 0.208, atom 8 (H): 0.240, atom 9 (H): 0.352, atom 10 (H): 0.483, atom 11 (H): 0.225, atom 12 (H): 0.191, atom 13 (H): 0.162, atom 14 (N): -0.713, atom 15 (N): -0.678, atom 16 (O): -0.557


Entry from the OMol25 dataset: a 2-piece molecular cluster, C5H8N2O2 overall in a non-equilibrium geometry (ωB97M-V with the def2-TZVPD basis set).

Values from the calculation:
total charge: 0

```
17
Properties=species:S:1:pos:R:3:forces:R:3
C -1.743 1.089 0.030 0.34 0.18 -0.01
C -0.906 -0.047 -0.505 -1.23 -0.79 1.20
O -1.089 -0.354 -1.836 0.23 0.00 -0.05
N -0.487 -2.123 0.945 -0.26 0.47 0.09
C -0.680 -1.100 0.344 -0.47 -0.32 -1.46
H -0.780 0.394 -2.369 0.15 -0.24 0.08
H 0.447 -2.306 1.352 0.00 0.19 -0.09
H -1.440 2.019 -0.452 -0.06 0.12 0.03
H -2.801 0.919 -0.172 0.05 -0.05 -0.05
H -1.606 1.199 1.104 0.01 0.06 0.07
C 1.192 0.579 -0.523 2.87 -0.12 1.79
C 1.456 -0.007 0.917 0.67 -0.38 -1.44
N 2.097 -1.091 1.097 0.05 0.49 0.16
O 1.752 0.078 -1.493 -0.98 0.19 0.30
H 2.459 -1.446 0.203 -0.21 0.14 -0.06
H 1.057 1.676 -0.428 -0.90 -0.05 -0.50
H 1.070 0.523 1.786 -0.24 0.12 -0.03
```
Forces are in eV/Å.

natural (NBO) charges, unit e, in atom order: atom 1 (C): -0.633, atom 2 (C): 0.070, atom 3 (O): -0.664, atom 4 (N): -0.550, atom 5 (C): 0.475, atom 6 (H): 0.487, atom 7 (H): 0.426, atom 8 (H): 0.215, atom 9 (H): 0.230, atom 10 (H): 0.224, atom 11 (C): 0.283, atom 12 (C): 0.029, atom 13 (N): -0.655, atom 14 (O): -0.601, atom 15 (H): 0.359, atom 16 (H): 0.130, atom 17 (H): 0.175


| no. | electronic energy (Ha) |
| --- | --- |
| 1 | -379.8572 |
| 2 | -379.9016 |
| 3 | -455.1814 |